Entry 1:
{
  "formula": "C20H15AuI2N3O8S2Te",
  "method": "the ωB97M-V functional and the def2-TZVPD basis",
  "elements": ["Au", "Te", "C", "C", "C", "C", "C", "C", "C", "C", "C", "C", "C", "C", "H", "H", "H", "H", "H", "H", "H", "H", "H", "H", "C", "O", "C", "S", "S", "H", "H", "H", "O", "N", "O", "C", "C", "C", "C", "O", "C", "C", "N", "O", "O", "N", "O", "O", "H", "H", "I", "I"],
  "coordinates": [[1.25280, -1.16081, -3.44367], [1.28457, 0.72851, -0.58341], [2.86723, 1.61330, 0.49308], [2.55880, 2.81576, 1.12409], [3.55722, 3.52549, 1.77385], [4.85284, 3.03086, 1.79871], [5.15593, 1.83346, 1.16672], [4.16707, 1.12026, 0.50287], [-0.01657, 0.79153, 1.03704], [-1.35740, 1.08846, 0.82030], [-2.23345, 1.03075, 1.89439], [-1.77105, 0.65825, 3.14943], [-0.43022, 0.35688, 3.34894], [0.46401, 0.43381, 2.29104], [1.54543, 3.20374, 1.13505], [3.31893, 4.45796, 2.26742], [5.62991, 3.57894, 2.31388], [6.16675, 1.44916, 1.18825], [4.41605, 0.18996, 0.01148], [-1.72278, 1.32755, -0.16990], [-3.28055, 1.25602, 1.74371], [-2.46187, 0.59920, 3.97976], [-0.08029, 0.06367, 4.32939], [1.51298, 0.21112, 2.44442], [-4.35348, 2.22474, -3.33159], [-3.34800, 3.20952, -3.69590], [-2.09445, 2.90415, -3.60911], [-0.86072, 3.97671, -3.94235], [-1.41586, 1.44743, -3.09966], [-5.18570, 2.79932, -2.94007], [-3.96530, 1.53561, -2.58353], [-4.64266, 1.69417, -4.23499], [-1.97361, -5.55118, 2.43240], [-0.86507, -5.27315, 2.03356], [0.15927, -5.85699, 2.31824], [-0.74015, -4.10905, 1.14318], [0.51770, -3.77144, 0.65896], [0.57896, -2.67272, -0.15475], [-0.52497, -1.87906, -0.54476], [-0.29565, -0.84281, -1.29277], [-1.76238, -2.28724, -0.01180], [-1.86928, -3.38044, 0.83049], [-2.99107, -1.55002, -0.32389], [-3.88773, -1.59732, 0.49034], [-3.02115, -0.91477, -1.36052], [1.81198, -2.16398, -0.69816], [2.24134, -1.00988, -0.14483], [2.15455, -2.40624, -1.88580], [1.39024, -4.34870, 0.92787], [-2.83029, -3.66192, 1.23606], [0.44127, 0.20363, -5.46423], [1.93585, -0.92219, -7.36924]],
  "forces_ev_per_a": [[-0.013, -0.049, -0.049], [0.007, 0.162, 0.077], [-0.027, -0.022, 0.051], [0.019, 0.040, 0.033], [-0.015, 0.015, 0.002], [0.017, -0.013, -0.005], [-0.001, -0.026, -0.014], [0.018, 0.031, -0.047], [0.061, 0.016, 0.012], [-0.063, -0.056, 0.056], [-0.006, 0.010, -0.060], [0.008, 0.003, 0.018], [0.012, 0.012, -0.012], [-0.023, -0.003, 0.070], [-0.003, -0.026, -0.016], [0.001, 0.000, 0.001], [0.003, 0.008, 0.002], [0.004, 0.001, 0.001], [-0.022, -0.012, -0.004], [0.011, 0.015, -0.044], [-0.004, -0.004, 0.006], [-0.008, -0.003, -0.002], [0.016, 0.000, -0.002], [-0.011, -0.002, -0.014], [0.032, 0.015, -0.049], [-0.010, -0.018, 0.082], [0.120, 0.147, -0.017], [-0.072, -0.072, -0.040], [-0.021, -0.120, 0.077], [-0.004, -0.004, -0.024], [-0.033, 0.018, -0.025], [-0.009, -0.041, 0.027], [-0.022, -0.041, -0.018], [0.030, 0.111, 0.074], [0.003, -0.054, -0.024], [0.003, -0.020, -0.029], [-0.155, 0.046, -0.014], [0.050, 0.019, -0.068], [0.010, -0.053, 0.088], [-0.033, -0.022, -0.122], [-0.050, -0.065, -0.049], [0.089, -0.008, -0.044], [0.165, 0.216, 0.085], [-0.076, -0.065, 0.002], [-0.025, -0.053, -0.028], [0.058, 0.045, 0.131], [0.002, -0.098, -0.038], [-0.078, 0.055, -0.094], [0.009, -0.006, 0.004], [-0.003, -0.001, 0.006], [-0.009, -0.016, 0.120], [0.048, -0.014, -0.071]],
  "e_homo_ev": [-11.803, -11.891],
  "gap_ev": [7.069, 6.611],
  "total_charge": 1,
  "multiplicity": 3
}

=====

Entry 2:
{
  "formula": "C20H15BrCsIN3O4",
  "method": "the ωB97M-V functional and the def2-TZVPD basis",
  "elements": ["Cs", "C", "C", "N", "C", "C", "C", "O", "C", "C", "N", "C", "C", "C", "C", "C", "C", "I", "C", "O", "H", "H", "H", "H", "H", "H", "H", "H", "H", "H", "H", "H", "Br", "C", "C", "C", "C", "C", "N", "C", "O", "O", "H", "H", "H"],
  "coordinates": [[0.49315, -2.18843, -0.77579], [4.52493, 0.06540, -0.89678], [3.39870, 0.98747, -1.25531], [3.53332, 2.27362, -1.04023], [2.51875, 3.10469, -1.39013], [1.32351, 2.67083, -1.90279], [0.26637, 3.70482, -2.21301], [-0.40046, 3.56290, -3.46546], [1.14381, 1.29125, -2.10552], [-0.07635, 0.62622, -2.61039], [-1.29225, 0.65041, -2.22511], [-1.77833, 1.29304, -1.05246], [-1.01173, 1.55284, 0.08744], [-1.57777, 2.10580, 1.22643], [-2.92490, 2.42731, 1.25558], [-3.70733, 2.17312, 0.13843], [-3.14147, 1.59974, -0.99185], [-4.39891, 1.25087, -2.61026], [2.20895, 0.39897, -1.83748], [2.11179, -0.86631, -2.01866], [5.40734, 0.65411, -0.64832], [4.74124, -0.61903, -1.71934], [4.26582, -0.56580, -0.04180], [2.69439, 4.16684, -1.24947], [0.75730, 4.67623, -2.25297], [-0.47346, 3.74599, -1.40898], [-0.82714, 2.69920, -3.50041], [0.11335, -0.06903, -3.43035], [0.03989, 1.30307, 0.08452], [-0.95403, 2.28417, 2.09398], [-3.37023, 2.86655, 2.13941], [-4.76265, 2.40871, 0.14145], [-0.04475, -0.56005, 3.08433], [-0.42956, -2.43719, 3.09209], [-0.78855, -3.03729, 4.28573], [-1.05143, -4.39777, 4.23421], [-0.94266, -5.07451, 3.03069], [-0.58715, -4.37098, 1.88856], [-0.32453, -3.05097, 1.93862], [-0.48095, -5.10401, 0.52879], [-0.37406, -6.33128, 0.60758], [-0.51160, -4.34806, -0.48459], [-0.85667, -2.46368, 5.19851], [-1.33678, -4.92376, 5.13781], [-1.11688, -6.13599, 2.93332]],
  "forces_ev_per_a": [[-0.536, 1.309, 0.505], [0.072, 0.020, 0.019], [-0.150, -0.046, -0.120], [-0.180, 0.165, -0.098], [0.318, -0.177, 0.105], [-0.297, 0.033, -0.102], [-0.087, -0.047, -0.115], [0.173, -0.043, -0.010], [-0.175, -0.049, 0.047], [0.418, 0.115, 0.070], [-0.567, 0.133, 0.462], [0.323, -0.031, -0.480], [-0.027, -0.100, 0.167], [0.086, -0.039, -0.089], [-0.050, 0.010, -0.060], [0.088, -0.028, 0.028], [-0.016, 0.181, 0.124], [-0.002, -0.063, -0.190], [0.303, -0.226, -0.067], [1.650, 1.597, -1.197], [-0.018, -0.031, 0.003], [-0.012, 0.047, -0.013], [-0.036, 0.028, -0.004], [0.045, -0.039, 0.011], [-0.041, 0.055, 0.002], [-0.066, -0.043, 0.103], [-0.049, 0.048, 0.080], [0.030, 0.029, -0.053], [0.011, 0.022, -0.021], [-0.024, 0.006, -0.032], [0.005, -0.012, -0.014], [0.001, 0.007, 0.017], [0.033, -0.092, 0.024], [0.075, -0.141, -0.102], [-0.027, 0.026, 0.007], [-0.008, -0.052, 0.042], [0.002, -0.001, 0.030], [0.046, 0.247, 0.092], [-0.255, -0.328, 0.279], [-0.084, 0.101, -0.290], [-0.018, 0.083, -0.011], [-0.947, -2.650, 0.851], [-0.008, -0.023, -0.010], [0.002, 0.006, -0.016], [-0.004, -0.005, 0.023]],
  "e_homo_ev": -4.669,
  "gap_ev": 6.788,
  "total_charge": -1
}

=====

Entry 3:
{
  "formula": "C20H15Cl5IrN4O2",
  "method": "the ωB97M-V functional and the def2-TZVPD basis",
  "elements": ["Ir", "N", "C", "O", "C", "C", "H", "H", "H", "H", "H", "H", "C", "C", "C", "C", "C", "C", "N", "N", "C", "C", "C", "C", "C", "N", "H", "H", "H", "H", "H", "H", "H", "H", "H", "Cl", "C", "C", "Cl", "C", "Cl", "C", "O", "C", "Cl", "C", "Cl"],
  "coordinates": [[0.21287, 0.69394, -0.46194], [-0.88462, 4.42203, 0.90917], [-0.87877, 3.15836, 0.52221], [0.21388, 2.53020, 0.51187], [-2.13448, 2.44848, 0.12882], [-1.75802, 1.27127, -0.77943], [-0.02666, 4.86267, 1.20152], [-1.74236, 4.94485, 0.94861], [-2.86096, 3.14229, -0.29908], [-2.56769, 2.10673, 1.07498], [-1.61863, 1.68265, -1.79440], [-2.54490, 0.52225, -0.85929], [-2.10560, -0.92585, 4.40478], [-0.74007, -1.00659, 4.65282], [0.17357, -0.68347, 3.66822], [-0.29477, -0.26255, 2.42150], [-1.65375, -0.20040, 2.16203], [-2.56048, -0.52896, 3.15880], [0.66587, 0.10846, 1.37525], [1.85375, 0.07289, 1.77423], [2.80387, 0.34247, 0.78576], [4.15286, 0.34939, 1.08840], [5.02991, 0.55151, 0.03308], [4.53256, 0.73332, -1.24832], [3.16350, 0.72059, -1.46236], [2.32222, 0.53634, -0.44740], [-2.81118, -1.19218, 5.18043], [-0.38330, -1.33038, 5.62087], [1.22988, -0.75629, 3.86393], [-1.99228, 0.04304, 1.16949], [-3.62094, -0.49323, 2.94900], [4.48434, 0.18826, 2.10318], [6.09657, 0.55462, 0.21057], [5.19775, 0.87254, -2.08849], [2.72047, 0.83156, -2.44355], [-2.31083, -4.83768, -4.88342], [-1.57083, -3.55300, -4.02002], [-1.73581, -3.44368, -2.64360], [-2.67775, -4.60393, -1.79990], [-1.14248, -2.39482, -1.94176], [-1.33053, -2.29924, -0.23153], [-0.37098, -1.44501, -2.60532], [0.28575, -0.43405, -2.02905], [-0.19944, -1.57400, -3.99045], [0.75642, -0.39253, -4.80201], [-0.79732, -2.60856, -4.69613], [-0.58063, -2.72434, -6.39208]],
  "forces_ev_per_a": [[-0.107, 0.599, 0.038], [-0.111, -0.007, 0.038], [0.024, -0.094, 0.008], [0.067, 0.016, -0.120], [0.028, -0.030, 0.121], [0.274, 0.006, -0.044], [0.007, -0.002, 0.006], [0.011, 0.023, -0.002], [0.033, -0.003, -0.079], [-0.020, -0.041, -0.014], [-0.098, -0.106, -0.083], [-0.012, 0.005, 0.101], [-0.028, -0.020, 0.039], [0.010, -0.004, -0.016], [-0.090, 0.072, -0.041], [0.281, 0.095, -0.260], [0.006, -0.062, -0.124], [0.037, -0.023, -0.031], [-0.428, -0.212, 0.794], [-0.002, 0.048, -0.463], [-0.141, 0.024, 0.032], [-0.043, -0.017, -0.166], [0.053, 0.007, 0.091], [0.063, -0.009, -0.115], [-0.023, -0.051, 0.171], [0.118, -0.155, -0.012], [0.002, 0.018, -0.001], [0.001, -0.007, -0.004], [0.048, 0.018, -0.009], [-0.005, 0.038, 0.021], [0.003, 0.001, -0.003], [-0.011, -0.006, 0.009], [0.001, 0.016, -0.016], [0.009, 0.004, 0.013], [-0.021, 0.008, 0.003], [0.005, 0.008, 0.011], [-0.026, -0.025, -0.018], [-0.033, -0.013, 0.002], [0.000, -0.005, -0.006], [0.001, -0.051, 0.005], [0.041, -0.057, 0.011], [0.119, 0.390, -0.141], [0.050, -0.384, 0.287], [-0.138, -0.030, -0.061], [0.006, -0.013, 0.015], [0.050, 0.045, 0.013], [-0.010, -0.015, 0.003]],
  "e_homo_ev": -10.708,
  "gap_ev": 6.018,
  "total_charge": 1
}

=====

ΔE to the lowest compared entry with this formula, charge and spin: 18.8; 28.1; 36.2 (kcal/mol)
Energy: -3332.17588; -4128.31319; -3545.71469 (Eh)